{
  "formula": "C17H58N16O11",
  "method": "the ωB97M-V functional and the def2-TZVPD basis",
  "homo_ev": -9.1,
  "multiplicity": 1,
  "charge": 0,
  "homo_lumo_gap_ev": 9.40,
  "elements": ["O", "O", "O", "O", "O", "O", "O", "O", "O", "O", "O", "N", "N", "N", "N", "N", "N", "N", "N", "N", "N", "N", "N", "N", "N", "N", "N", "C", "C", "C", "C", "C", "C", "C", "C", "C", "C", "C", "C", "C", "C", "C", "C", "C", "H", "H", "H", "H", "H", "H", "H", "H", "H", "H", "H", "H", "H", "H", "H", "H", "H", "H", "H", "H", "H", "H", "H", "H", "H", "H", "H", "H", "H", "H", "H", "H", "H", "H", "H", "H", "H", "H", "H", "H", "H", "H", "H", "H", "H", "H", "H", "H", "H", "H", "H", "H", "H", "H", "H", "H", "H", "H"],
  "xyz": [[-2.892, -3.976, -0.217], [2.394, 0.711, 0.627], [1.561, -3.170, -3.246], [0.254, -0.856, -4.210], [0.362, -6.252, 2.761], [-0.147, 0.110, 0.063], [-0.620, -0.893, 3.683], [2.853, -3.469, 1.995], [-3.703, 1.614, 3.724], [0.091, 4.637, 0.221], [-3.097, 1.267, -0.930], [-1.507, -6.181, 1.449], [3.160, 2.821, 0.583], [1.727, 1.886, -2.121], [1.252, 7.985, -0.758], [-3.536, -2.749, 1.562], [0.033, -4.487, 1.353], [-2.203, -1.423, 5.212], [3.766, 1.405, 2.311], [-1.054, -3.093, 4.093], [-3.863, 2.499, 1.609], [5.068, -3.259, 2.475], [-2.659, -0.863, -1.608], [-4.818, -0.180, -1.464], [-2.396, 0.799, 2.038], [4.021, -1.762, 1.069], [-5.073, -3.165, -0.061], [-3.800, -3.415, 0.391], [-0.538, -0.188, -5.156], [0.055, -1.252, 0.466], [1.693, 0.857, -3.187], [0.015, 3.900, 1.411], [2.950, 0.030, -3.068], [-3.330, 1.665, 2.561], [2.266, 5.755, -1.269], [1.627, -3.652, -4.561], [3.055, 1.601, 1.165], [3.906, -2.874, 1.857], [-3.496, 0.168, -1.269], [1.034, 6.533, -0.866], [-1.235, -1.755, 4.297], [0.324, 6.019, 0.367], [0.455, -0.025, -3.046], [-0.315, -5.702, 1.911], [-1.546, 0.043, -4.783], [-4.755, 2.901, 1.821], [1.598, 1.411, -4.126], [1.024, 3.651, 1.749], [-0.085, 0.744, -5.505], [2.388, -3.085, -5.126], [-2.096, -5.633, 0.843], [2.840, 5.435, -0.401], [0.989, -4.214, 1.535], [-0.489, 0.488, -2.852], [-2.979, -1.790, -1.822], [-0.703, -0.855, -6.004], [1.029, -1.324, 0.949], [-0.061, -1.937, -0.373], [3.638, 0.536, 2.796], [1.942, 4.853, -1.795], [1.964, -4.686, -4.643], [0.372, 8.480, -0.824], [-5.441, -2.335, 0.366], [3.839, 0.638, -3.235], [-1.843, -7.080, 1.739], [5.018, -3.951, 3.198], [0.631, -0.706, -2.209], [0.527, 0.638, 0.508], [4.855, -1.209, 0.978], [-2.106, 0.927, 1.081], [-0.653, 6.493, 0.515], [-0.354, -3.371, 3.423], [-0.621, 3.020, 1.331], [0.701, -3.539, -5.129], [2.943, -0.855, -3.704], [-1.395, -3.790, 4.729], [-0.450, 4.474, 2.228], [-2.778, -2.166, 5.563], [-1.677, -0.693, -1.461], [0.946, 6.223, 1.254], [-4.995, -0.952, -2.075], [-5.569, -3.611, -0.807], [2.853, 6.287, -2.016], [-0.693, -1.431, 1.244], [3.039, -0.347, -2.043], [0.838, 2.387, -2.103], [-4.204, -2.144, 2.003], [3.633, 3.588, 1.023], [4.277, 2.173, 2.706], [3.197, -1.340, 0.673], [0.274, 6.420, -1.661], [-5.522, 0.455, -1.138], [1.691, 1.360, -1.243], [-3.429, 2.503, 0.701], [-2.513, -0.465, 5.169], [-0.642, -3.973, 0.815], [5.874, -2.666, 2.394], [0.865, -2.505, -3.210], [-1.846, 0.367, 2.768], [-2.573, -2.673, 1.842], [1.821, 8.320, -1.524], [2.775, 2.891, -0.350]],
  "lowdin_charge": [-0.0061, -0.0267, -0.1198, -0.2144, 0.0176, -0.1660, 0.0001, 0.0298, -0.0003, -0.1943, 0.0167, 0.1575, 0.1806, 0.0520, 0.0277, 0.1814, 0.1580, 0.1644, 0.1783, 0.1759, 0.1519, 0.1513, 0.1957, 0.1490, 0.1705, 0.1627, 0.1511, -0.6502, -0.1078, -0.1268, -0.4017, -0.1028, -0.0408, -0.6783, -0.0483, -0.1798, -0.6267, -0.6557, -0.6375, -0.4473, -0.6661, -0.2161, -0.1873, -0.6848, 0.0869, 0.0955, 0.1336, 0.0700, 0.0873, 0.0737, 0.0514, 0.0653, 0.0600, 0.1130, 0.0901, 0.0903, 0.0673, 0.0746, 0.1061, 0.0646, 0.0743, 0.0679, 0.0824, 0.0805, 0.0968, 0.1034, 0.1006, 0.0389, 0.0940, 0.0467, 0.1297, 0.0783, 0.0735, 0.0748, 0.0728, 0.1043, 0.0944, 0.0915, 0.0588, 0.1303, 0.0867, 0.1025, 0.0785, 0.0482, 0.0779, 0.0833, 0.0986, 0.1015, 0.1008, 0.0608, 0.1364, 0.1013, 0.0290, 0.0571, 0.0931, 0.0560, 0.0880, 0.0332, 0.0522, 0.0693, 0.0612, 0.0736]
}

---

{
  "formula": "C14H14F3SSn",
  "method": "the ωB97M-V functional and the def2-TZVPD basis",
  "homo_ev": [-8.0, -8.5],
  "multiplicity": 2,
  "charge": 0,
  "homo_lumo_gap_ev": [6.96, 6.57],
  "elements": ["Sn", "S", "F", "F", "F", "C", "C", "C", "C", "C", "C", "C", "C", "C", "C", "C", "C", "C", "C", "H", "H", "H", "H", "H", "H", "H", "H", "H", "H", "H", "H", "H", "H"],
  "xyz": [[-1.337, -0.571, 0.050], [-0.744, 2.527, -0.798], [0.270, -0.661, 2.606], [-1.571, 0.457, 2.851], [-1.611, -1.709, 2.838], [4.055, -1.194, 0.374], [1.338, 0.830, -0.491], [4.453, -0.002, -1.802], [-0.042, 1.103, -0.488], [-4.208, -1.414, -0.271], [-3.435, -0.253, -0.211], [-5.457, 1.052, -0.390], [-5.590, -1.344, -0.383], [3.919, 0.140, -0.369], [4.695, 1.240, 0.369], [2.502, 0.516, -0.436], [-4.076, 0.983, -0.272], [-1.036, -0.634, 2.254], [-6.216, -0.109, -0.445], [5.512, -0.266, -1.764], [-5.941, 2.018, -0.436], [-3.502, 1.899, -0.225], [-6.173, -2.255, -0.422], [4.348, 0.931, -2.355], [4.604, 2.193, -0.151], [4.321, 1.365, 1.385], [5.751, 0.968, 0.419], [-3.743, -2.393, -0.230], [3.660, -1.120, 1.387], [-7.293, -0.049, -0.536], [3.517, -1.985, -0.148], [5.109, -1.475, 0.433], [3.921, -0.785, -2.342]],
  "lowdin_spin": [0.5507, 0.0914, 0.0081, 0.0232, 0.0079, 0.0005, 0.0124, -0.0001, 0.0845, 0.0170, 0.1015, 0.0039, 0.0001, -0.0002, -0.0004, -0.0011, 0.0144, 0.0729, 0.0019, 0.0000, 0.0007, 0.0014, 0.0002, 0.0000, 0.0000, 0.0000, -0.0001, 0.0087, 0.0000, 0.0001, 0.0002, 0.0001, 0.0000]
}

---

{
  "formula": "C2H8N3",
  "method": "the ωB97M-V functional and the def2-TZVPD basis",
  "homo_ev": -14.5,
  "multiplicity": 1,
  "e_above_lowest_kcal_mol": 42.86,
  "charge": 1,
  "homo_lumo_gap_ev": 10.41,
  "elements": ["N", "N", "N", "C", "C", "H", "H", "H", "H", "H", "H", "H", "H"],
  "xyz": [[-0.651, -0.914, -1.381], [0.928, -0.216, 1.155], [-1.443, 0.857, -0.061], [2.101, 0.274, 1.304], [-1.282, 0.223, -1.200], [-0.694, 0.858, 0.667], [0.661, -1.029, 1.715], [2.332, 1.174, 0.729], [-2.381, 1.062, 0.266], [-0.682, -1.328, -2.303], [-0.112, -1.348, -0.642], [2.888, -0.233, 1.886], [-1.665, 0.619, -2.134]],
  "lowdin_charge": [0.2089, -0.0211, 0.1404, -0.0408, -0.1733, 0.0964, 0.0704, 0.0786, 0.1406, 0.1424, 0.1114, 0.0898, 0.1563]
}

---

{
  "formula": "CH14O6",
  "method": "the ωB97M-V functional and the def2-TZVPD basis",
  "homo_ev": -10.1,
  "multiplicity": 1,
  "e_above_lowest_kcal_mol": 47.33,
  "charge": 0,
  "homo_lumo_gap_ev": 10.67,
  "elements": ["O", "O", "O", "O", "O", "O", "C", "H", "H", "H", "H", "H", "H", "H", "H", "H", "H", "H", "H", "H", "H"],
  "xyz": [[3.726, 4.214, -0.974], [1.343, -2.255, -2.928], [-5.006, -0.516, -1.431], [-0.229, -3.232, 5.551], [4.816, -2.686, 1.036], [-3.064, 2.701, -0.008], [-2.285, 2.230, -1.053], [-1.343, 2.773, -1.148], [0.604, -3.724, 5.682], [4.946, -1.937, 0.426], [4.824, -2.037, 1.765], [-2.163, 1.101, -0.996], [0.231, -2.417, 5.304], [0.937, -1.887, -3.721], [-3.985, 2.510, -0.182], [-5.604, -1.221, -1.704], [1.954, -2.889, -3.358], [3.986, 4.561, -1.839], [-4.164, -0.954, -1.299], [-2.702, 2.277, -2.093], [3.268, 5.022, -0.709]],
  "lowdin_charge": [-0.0661, -0.0732, -0.0619, -0.0733, -0.0777, -0.1027, -0.2125, 0.0744, 0.0410, 0.0387, 0.0390, 0.0835, 0.0323, 0.0278, 0.0765, 0.0354, 0.0453, 0.0334, 0.0270, 0.0804, 0.0327]
}

---

| no. | F_max (eV/A) |
| --- | --- |
| 1 | 2.1 |
| 2 | 0.2 |
| 3 | 1.6 |
| 4 | 2.9 |